# C2H5N2Si

A gas-phase ion, C2H5N2Si (charge +1) at a distorted geometry (the ωB97M-V functional and the def2-TZVPD basis, the OMol25 dataset).

```
10
Properties=species:S:1:pos:R:3:forces:R:3:mulliken_charge:R:1
C 0.6004 1.0136 0.2114 -0.6 1.5 -0.5 -0.0558
C -1.5534 0.0772 -0.2738 -5.1 0.1 -2.4 0.1063
N -0.6485 1.0417 -0.0218 2.7 0.8 1.8 -0.2889
N -1.7532 -1.0107 0.3275 2.6 0.3 0.6 -0.5073
Si 1.8894 -0.3803 0.0284 1.4 0.9 -1.6 0.6056
H 1.0313 2.0501 0.5159 -0.2 -1.8 -0.4 0.4036
H -2.4100 0.6025 -0.9493 2.0 -1.5 0.9 0.2955
H -2.5118 -1.6221 0.0837 -0.6 0.4 -0.4 0.2853
H 2.1499 -1.3659 0.9861 -0.2 -1.1 1.2 0.0666
H 3.2059 -0.4061 -0.9082 -2.0 0.4 0.8 0.0892
```
Forces are in eV/Å.

Maximum force   0.1106 hartree/bohr
Total charge   +1
Kohn-Sham gap   6.8315 eV
Multiplicity   1
E   -477.7745 Ha
LUMO level   -7.555 eV
Energy relative to the best compared isomer or geometry (same formula, charge and spin)   4.001 eV